19
Properties=species:S:1:pos:R:3 method="wB97M-V/def2-TZVPD" spin_multiplicity=1 e_homo_ha=-0.087 charge=-1 homo_lumo_gap_ev=6.4905
C -1.06 1.47 -0.33
H -1.98 0.17 0.78
H 1.55 -3.15 1.54
H -0.02 -3.09 0.75
H 0.05 -0.08 1.22
H -0.15 3.31 0.32
H -2.68 0.68 -1.47
C -1.83 1.36 -1.45
H 0.32 2.85 -1.31
C 1.04 -2.88 0.61
O 0.93 -0.61 1.42
C 0.08 2.45 -0.32
H -1.65 2.01 -2.30
C 1.24 -1.40 0.32
H 0.63 -1.12 -0.55
N -1.18 0.80 0.84
H 0.97 1.96 0.09
H 1.46 -3.52 -0.18
H 2.28 -1.22 0.01

19
Properties=species:S:1:pos:R:3 method="wB97M-V/def2-TZVPD" spin_multiplicity=1 e_homo_ha=-0.066 charge=-1 homo_lumo_gap_ev=6.0278
H -0.15 0.33 1.64
C 0.42 -1.34 2.84
H -0.62 -1.67 2.81
C 0.64 -0.45 1.60
H 1.61 0.07 1.72
H 0.45 1.60 -1.50
C -1.38 0.41 -1.33
H -0.99 2.81 -3.47
H -0.97 2.27 -3.98
C 0.84 -0.55 -0.75
H 0.60 -0.76 3.76
H 1.10 -2.20 2.74
H 0.62 -1.25 -1.57
H -1.59 -0.64 -1.06
H 1.91 -0.20 -0.85
H -0.80 1.02 -0.22
N 0.56 -1.27 0.44
C 0.01 0.72 -1.01
O -2.24 1.11 -1.83

19
Properties=species:S:1:pos:R:3 method="wB97M-V/def2-TZVPD" spin_multiplicity=2 e_homo_ha="0.151 / 0.018" charge=-2 homo_lumo_gap_ev="2.9573 / 6.4676"
C 0.12 1.94 0.60
H -0.69 1.21 -1.71
H -0.49 -2.38 -0.07
H -0.84 -1.79 1.61
O -0.07 2.89 -0.34
N 0.45 -0.53 0.52
H 2.39 -0.87 -0.01
C 1.45 -0.63 -0.54
H 1.23 -1.40 -1.27
H -0.23 2.28 1.62
H 1.58 0.34 -1.02
H -2.26 0.74 -0.94
H 0.60 -2.48 1.38
C -0.10 -1.86 0.80
H -1.15 -0.51 -1.57
H 1.20 1.69 0.72
C -0.56 0.51 0.32
C -1.22 0.48 -1.09
H -1.41 0.35 0.99

19
Properties=species:S:1:pos:R:3 method="wB97M-V/def2-TZVPD" spin_multiplicity=2 e_homo_ha="0.157 / 0.006" charge=-2 homo_lumo_gap_ev="2.5461 / 6.4891"
H -1.19 1.61 2.08
H 2.68 0.93 -2.23
H -1.52 -2.44 -0.21
H 0.55 0.53 -3.16
C 1.83 1.24 -1.60
C -0.75 -2.54 0.56
O -0.59 1.17 -1.55
C 0.51 0.56 -2.03
H -1.08 0.15 3.20
H 0.54 -0.51 -1.73
N -0.45 -1.59 1.35
H -0.51 0.20 0.18
H 0.33 0.76 2.43
H 1.70 2.33 -1.69
C -0.99 -0.27 1.06
H -2.08 -0.28 0.89
H 2.04 1.04 -0.55
H -0.26 -3.51 0.71
C -0.74 0.63 2.28

19
Properties=species:S:1:pos:R:3 method="wB97M-V/def2-TZVPD" spin_multiplicity=2 e_homo_ha="-0.342 / -0.292" homo_lumo_gap_ev="8.5982 / 6.3567"
H 0.02 -1.51 1.88
C -1.77 -0.70 0.81
H 2.12 -0.36 -0.02
H -0.29 2.39 1.47
H -1.48 -0.16 -0.09
H 1.14 -0.84 -2.32
H 0.06 0.60 -2.06
H -2.62 -1.30 0.49
H -0.15 2.36 -0.33
H 0.45 0.69 0.19
H -2.04 -0.02 1.60
C 0.21 1.96 0.61
C -0.50 -1.64 0.92
H -0.90 -2.67 0.89
N 0.35 -1.57 -0.22
O 1.99 1.00 -2.27
C 1.06 0.16 -1.83
C 1.07 -0.38 -0.37
H 1.29 2.00 0.64

19
Properties=species:S:1:pos:R:3 method="wB97M-V/def2-TZVPD" spin_multiplicity=2 e_homo_ha="-0.349 / -0.348" homo_lumo_gap_ev="10.5140 / 7.7047"
H -1.07 0.26 -1.86
H 0.19 1.56 1.97
H 0.95 1.52 -1.08
C -1.35 -0.83 0.07
H -1.22 -3.06 0.15
H 1.87 1.60 2.16
N 1.26 0.38 0.63
H -1.33 -2.35 -1.46
H 1.31 -0.21 -1.41
H -2.40 -0.56 0.24
C 1.10 1.66 1.35
H 0.12 -2.25 -0.61
H 2.27 0.25 0.57
O 1.30 2.79 0.72
H -1.13 1.24 -0.44
C -0.96 -2.18 -0.45
C -0.78 0.29 -0.81
H -0.90 -0.60 1.03
C 0.76 0.49 -0.78

19
Properties=species:S:1:pos:R:3 method="wB97M-V/def2-TZVPD" spin_multiplicity=1 e_homo_ha=-0.459 charge=+1 homo_lumo_gap_ev=6.5375
H 1.66 -0.69 2.36
C 1.40 -0.33 1.34
H -0.07 1.33 1.97
H -3.68 0.37 -0.54
H -2.76 -0.16 -2.08
H 1.09 -0.07 -2.87
C 0.06 0.43 1.29
H 3.01 1.18 1.55
H 1.18 -1.08 0.59
N -1.55 0.02 -0.50
H 3.66 -0.05 0.83
H -0.68 0.15 -1.01
H -1.93 -0.49 1.58
C 2.67 0.44 0.77
C -1.19 -0.22 0.91
H 2.45 0.91 -0.15
C -2.76 0.14 -1.05
H 1.31 -1.01 -1.71
O 0.56 -0.41 -2.07

19
Properties=species:S:1:pos:R:3 method="wB97M-V/def2-TZVPD" spin_multiplicity=1 e_homo_ha=-0.500 charge=+1 homo_lumo_gap_ev=9.9153
C -0.96 -1.74 -0.92
H -0.82 0.89 -1.82
C -1.87 -0.55 -0.47
H -1.42 -2.75 -0.70
H 1.47 2.32 -0.48
H -0.52 -1.79 -1.91
C 1.15 1.55 0.27
H -2.84 -0.65 -0.84
C 0.04 0.78 0.26
N 2.21 1.30 1.39
H 2.02 0.28 1.84
H 1.94 2.10 2.11
O 0.29 -1.76 -0.17
H -1.74 1.68 -0.50
H 3.16 1.37 1.01
H 0.08 -2.42 0.58
H 0.02 -0.08 0.89
C -1.17 0.78 -0.67
H -2.26 -0.85 0.58

19
Properties=species:S:1:pos:R:3 method="wB97M-V/def2-TZVPD" spin_multiplicity=1 e_homo_ha="-0.422 / -0.422" charge=+1 homo_lumo_gap_ev="5.8714 / 5.8720"
H 3.74 1.18 0.25
C -0.80 0.67 0.67
H -0.68 1.60 0.24
H 2.56 -1.91 -0.53
H -3.68 0.43 -0.80
H -3.00 -1.65 0.15
H -1.59 -1.67 1.45
H -2.42 -0.14 -1.91
H -2.15 1.41 -1.27
C 2.93 0.38 0.58
H 1.49 0.88 -0.88
H 3.75 -0.37 1.05
N -2.10 -1.28 0.52
H 0.05 0.47 1.35
H 2.39 0.78 1.41
C -2.63 0.45 -1.05
C 2.01 0.03 -0.45
O 1.90 -1.18 -0.90
C -1.79 -0.07 0.13

19
Properties=species:S:1:pos:R:3 method="wB97M-V/def2-TZVPD" spin_multiplicity=1 e_homo_ha=-0.552 charge=+1 homo_lumo_gap_ev=11.2787
C 0.55 0.40 0.49
H 1.12 0.17 2.58
C 1.62 -0.51 -0.13
N -1.37 -0.92 -0.52
C 0.23 0.23 1.97
H -1.89 -1.23 0.31
H -2.02 -0.90 -1.31
H 2.00 -0.06 -1.06
O -1.08 0.41 -2.69
H -0.65 -1.61 -0.73
C -0.74 0.42 -0.36
H 1.29 -1.53 -0.38
H 0.92 1.43 0.34
C -0.51 0.93 -1.77
H -0.41 -0.63 2.17
H -1.42 1.12 0.11
H 2.46 -0.64 0.53
H -0.25 1.14 2.33
H 0.17 1.79 -1.89

19
Properties=species:S:1:pos:R:3 method="wB97M-V/def2-TZVPD" spin_multiplicity=1 e_homo_ha=-0.490 charge=+1 homo_lumo_gap_ev=8.5601
H -0.09 -1.22 -3.17
H 0.56 1.08 2.19
C 0.20 -0.85 -2.19
H 1.80 -2.26 -2.12
H -0.05 -0.66 0.35
N -0.61 -0.21 1.09
H 2.41 -1.49 -0.14
C -0.23 1.20 1.46
H -0.42 -0.07 -1.75
H -0.57 1.93 -0.54
C -1.77 -0.71 1.33
O 1.48 -1.43 -0.27
H -2.48 -0.11 1.92
H 0.45 3.01 0.53
C 1.17 -1.56 -1.60
H -2.06 -1.67 0.88
H 1.10 1.44 -0.13
H -1.10 1.64 1.91
C 0.21 1.95 0.26

20
Properties=species:S:1:pos:R:3 method="wB97M-V/def2-TZVPD" spin_multiplicity=1 e_homo_ha=-0.111 charge=-1 homo_lumo_gap_ev=6.9565
H -1.59 -0.90 2.17
C -1.94 -0.40 0.15
C 1.60 -0.21 1.12
H -1.10 0.32 -1.68
O 1.56 2.72 -0.67
C -1.53 -0.61 -1.27
H -1.25 -2.69 -1.88
H -2.92 -0.92 0.28
H 1.76 -1.28 1.30
H -1.00 -1.38 -3.10
O 1.88 0.15 -0.15
H -0.65 -1.80 0.99
C -1.30 -1.62 -2.08
H 1.94 1.78 -0.60
H 1.16 2.99 0.14
H -0.12 1.06 1.06
N 0.16 0.16 1.39
H -2.09 0.66 0.33
H 2.07 0.47 1.89
C -0.91 -0.78 1.32

Calculated relative energy (zero: lowest compared OMol25 entry of this formula, charge and spin) (kJ/mol), listed in the same order as above: 0.0; 331.2; 96.4; 106.7; 524.4; 71.0; 505.3; 254.3; 336.2; 30.5; 150.6; 377.9
Calculated calculated total energy (a.u.), listed in the same order as above: -327.69605; -327.56989; -327.49740; -327.49348; -327.42736; -327.60005; -327.26713; -327.36275; -327.33154; -327.44795; -327.40224; -402.88553